Here is a 13-piece molecular cluster, C68H170N8O26 overall in a non-equilibrium geometry from the Open Molecules 2025 dataset. Energies are from ωB97M-V with the def2-TZVPD basis set.

```
272
Properties=species:S:1:pos:R:3:forces:R:3:lowdin_charge:R:1
C 3.013 5.403 -1.592 0.7 -1.1 0.8 -0.074
O 3.674 4.342 -0.874 -0.6 0.1 -0.4 -0.210
C 4.985 4.154 -1.354 0.5 -0.8 0.3 -0.211
C 5.671 3.012 -0.535 -1.5 0.6 -0.6 -0.172
O 5.289 1.720 -1.001 -0.3 -0.2 0.3 -0.204
C 4.361 1.019 -0.127 0.8 1.1 -0.5 -0.053
H 2.910 5.127 -2.634 -0.1 0.0 -0.4 0.080
H 3.653 6.272 -1.494 -0.2 0.6 -0.1 0.084
H 2.035 5.546 -1.141 0.0 0.1 0.1 0.073
H 5.522 5.100 -1.256 0.4 0.1 0.2 0.117
H 5.012 3.895 -2.423 -0.2 -0.1 0.1 0.118
H 5.323 3.186 0.499 0.5 -0.2 -0.1 0.118
H 6.745 3.080 -0.652 0.3 0.2 0.2 0.117
H 4.868 0.811 0.824 -0.3 0.1 0.0 0.087
H 4.108 0.076 -0.594 -0.2 0.1 -0.1 0.042
H 3.489 1.672 -0.019 -0.1 -0.4 0.3 0.082
C -1.199 5.907 0.154 -0.3 -0.3 -0.3 -0.124
O -1.067 5.350 1.400 0.6 -0.7 1.7 -0.175
C -0.263 4.183 1.489 0.2 0.6 -0.2 -0.200
C -0.450 3.611 2.875 0.0 0.6 0.4 -0.169
O 0.048 4.493 3.917 -0.6 -1.0 -0.8 -0.164
C 1.440 4.375 4.002 0.7 -0.5 -0.4 -0.126
H -1.326 5.093 -0.570 -0.1 0.2 -0.4 0.069
H -0.343 6.530 -0.127 -0.1 0.1 -0.1 0.087
H -2.120 6.464 0.278 0.0 0.5 -0.8 0.095
H 0.791 4.392 1.269 0.1 0.3 0.2 0.119
H -0.568 3.509 0.696 -0.3 -0.7 0.0 0.098
H -0.015 2.602 2.951 0.1 0.2 0.1 0.109
H -1.521 3.528 3.020 -0.2 0.0 0.3 0.127
H 1.816 4.793 4.938 -0.2 0.2 -0.1 0.088
H 1.937 4.836 3.129 0.0 0.2 0.4 0.090
H 1.746 3.320 3.976 -0.1 0.1 0.2 0.066
C -0.130 1.446 6.078 1.2 0.4 0.5 -0.093
O -0.041 2.345 7.179 -0.5 -0.1 -0.3 -0.196
C 1.231 2.232 7.804 -0.6 1.2 -0.5 -0.197
C 1.309 3.269 8.910 0.6 -0.1 -0.2 -0.194
O 1.659 4.567 8.413 0.2 -0.9 0.9 -0.191
C 0.544 5.267 7.871 0.7 -1.0 0.8 -0.084
H -0.111 0.442 6.494 -0.4 -0.5 -0.3 0.076
H 0.795 1.559 5.482 -0.3 -0.1 -0.2 0.078
H -0.991 1.658 5.447 -0.1 0.0 0.3 0.087
H 1.976 2.506 7.043 0.3 -0.4 0.2 0.131
H 1.380 1.227 8.172 0.2 -0.5 0.2 0.121
H 2.078 2.921 9.606 0.3 0.4 -0.1 0.122
H 0.390 3.279 9.500 -0.3 0.2 -0.2 0.122
H -0.273 5.106 8.564 -0.6 0.5 0.0 0.085
H 0.297 4.799 6.940 -0.4 0.3 -0.8 0.063
H 0.869 6.292 7.820 -0.3 0.4 -0.3 0.087
C 5.029 4.285 4.565 -1.2 -0.1 0.4 -0.096
O 4.156 3.156 4.501 1.1 -0.8 -0.3 -0.209
C 4.812 1.972 3.960 -1.5 1.4 -0.8 -0.163
C 3.886 0.808 4.067 -0.4 -0.9 -0.7 -0.237
O 3.814 0.384 5.376 0.4 0.8 1.8 -0.159
C 3.106 -0.773 5.664 -0.7 -0.6 -1.4 -0.101
H 4.885 4.998 3.744 0.4 -0.5 -0.5 0.084
H 6.058 3.974 4.740 0.1 0.2 -0.2 0.084
H 4.654 4.851 5.404 0.2 0.2 0.6 0.079
H 5.749 1.765 4.455 0.4 0.1 0.1 0.126
H 4.903 2.152 2.872 0.6 -0.1 0.3 0.114
H 4.260 -0.030 3.451 0.1 0.2 -0.1 0.119
H 2.903 1.071 3.640 -0.1 0.1 0.2 0.130
H 3.419 -1.555 4.953 0.2 -0.3 0.3 0.086
H 2.024 -0.669 5.435 0.3 0.3 0.4 0.063
H 3.262 -1.109 6.689 0.0 0.3 -0.2 0.097
C 7.629 -1.670 -5.551 -0.7 1.4 0.9 -0.077
O 6.442 -0.916 -5.256 0.4 -0.5 0.1 -0.217
C 6.605 0.476 -5.412 -0.5 -0.5 0.1 -0.212
C 5.431 1.171 -4.753 -0.3 0.2 0.2 -0.191
O 4.195 0.944 -5.449 0.0 0.1 0.5 -0.212
C 2.999 1.344 -4.743 0.9 -0.2 -0.2 -0.080
H 8.484 -1.174 -5.079 0.1 -0.2 0.2 0.083
H 7.821 -1.654 -6.609 0.0 -0.5 -0.6 0.080
H 7.460 -2.635 -5.091 0.2 -0.3 -0.4 0.086
H 6.711 0.693 -6.483 0.0 0.3 0.1 0.133
H 7.500 0.807 -4.864 0.0 0.1 -0.2 0.126
H 5.692 2.237 -4.687 -0.3 0.1 -0.3 0.122
H 5.390 0.843 -3.699 -0.2 -0.2 -0.3 0.115
H 2.146 1.226 -5.406 0.0 -0.6 -0.1 0.079
H 3.006 2.409 -4.553 0.3 0.5 0.4 0.075
H 2.870 0.780 -3.801 0.0 0.2 -0.4 0.079
C -3.372 4.769 -7.016 -0.3 -0.4 0.2 -0.108
O -2.819 3.779 -7.873 0.5 0.5 0.3 -0.170
C -1.483 4.151 -8.096 0.9 0.3 -0.4 -0.276
C -0.697 3.050 -8.773 -0.8 0.4 -0.2 -0.224
N 0.663 3.493 -9.073 1.0 -1.8 -0.5 -0.051
C 1.479 2.399 -9.780 -0.8 0.7 1.7 -0.148
C 1.995 1.455 -8.684 -1.1 0.0 0.2 -0.261
O 2.514 0.299 -9.255 1.1 -0.3 -0.8 -0.194
C 2.933 -0.651 -8.288 0.3 0.6 -0.1 -0.091
H -2.730 4.911 -6.129 -0.2 0.2 -0.4 0.078
H -4.300 4.345 -6.648 -0.3 0.3 -0.1 0.068
H -3.532 5.721 -7.558 0.0 -0.3 0.3 0.104
H -0.992 4.405 -7.153 0.0 0.0 0.2 0.105
H -1.403 5.048 -8.723 -0.3 0.2 0.0 0.126
H -1.313 2.766 -9.649 0.4 -0.2 0.0 0.129
H -0.719 2.240 -8.051 0.4 -0.4 -0.2 0.102
H 0.691 4.268 -9.707 -0.5 0.5 -0.1 0.090
H 2.310 2.843 -10.320 0.0 0.2 0.0 0.112
H 0.836 1.879 -10.489 0.1 -0.3 -0.1 0.111
H 1.140 1.096 -8.093 -0.2 0.5 0.2 0.107
H 2.664 1.975 -7.964 0.1 -0.2 -0.6 0.129
H 3.544 -0.139 -7.532 -0.3 -0.2 0.2 0.070
H 3.593 -1.381 -8.767 -0.4 0.0 -0.1 0.091
H 2.041 -1.113 -7.849 0.2 -0.2 0.2 0.091
C 3.552 -2.561 -4.590 0.6 0.6 0.7 -0.066
O 3.452 -2.828 -3.178 0.8 1.0 -0.8 -0.208
C 4.377 -2.012 -2.446 -0.3 -0.1 0.1 -0.210
C 4.219 -2.419 -1.007 0.7 0.3 -0.1 -0.217
N 2.864 -2.133 -0.600 -0.6 0.1 -0.6 -0.039
C 2.372 -2.728 0.609 0.7 -0.3 0.9 -0.198
C 2.990 -2.055 1.831 -0.2 0.4 -0.4 -0.209
O 4.389 -2.265 1.956 -0.1 0.8 0.1 -0.207
C 4.784 -3.513 2.430 -0.5 -0.2 0.8 -0.107
H 4.488 -2.963 -4.996 -0.2 -0.3 0.0 0.088
H 3.624 -1.474 -4.787 -0.3 -0.4 0.1 0.079
H 2.675 -2.991 -5.045 -0.1 -0.2 -0.3 0.069
H 4.168 -0.923 -2.522 -0.3 -0.5 -0.3 0.110
H 5.421 -2.121 -2.776 -0.2 -0.3 -0.1 0.129
H 4.948 -1.811 -0.464 -0.1 -0.3 0.4 0.112
H 4.494 -3.475 -0.913 0.0 -0.2 0.2 0.129
H 2.272 -2.518 -1.321 0.0 0.2 -0.5 0.071
H 2.580 -3.813 0.655 -0.1 0.0 0.0 0.116
H 1.289 -2.602 0.625 -0.1 0.1 0.2 0.117
H 2.443 -2.333 2.731 0.1 -0.2 0.4 0.111
H 2.868 -0.972 1.702 0.0 -0.2 0.1 0.109
H 4.364 -4.282 1.796 0.5 -0.6 -0.3 0.076
H 4.414 -3.727 3.442 -0.3 0.2 0.1 0.067
H 5.862 -3.515 2.551 0.2 -0.2 -0.6 0.095
C -5.134 -6.820 1.335 1.2 0.4 0.1 -0.086
O -3.933 -6.076 1.042 -0.8 -0.5 -0.5 -0.248
C -3.620 -6.126 -0.357 0.3 0.3 0.8 -0.194
C -2.546 -5.055 -0.656 -0.6 -0.3 -0.4 -0.195
N -3.045 -3.704 -0.783 -0.9 -0.3 0.1 -0.032
C -3.409 -2.996 0.428 0.9 0.3 0.3 -0.209
C -4.124 -1.687 0.141 -1.2 -0.8 0.0 -0.234
O -3.291 -0.702 -0.349 1.7 0.0 -0.1 -0.229
C -3.796 0.600 -0.482 -0.9 -0.7 0.3 -0.100
H -4.927 -7.898 1.376 -0.1 0.1 -0.2 0.087
H -5.938 -6.620 0.609 0.2 0.1 0.3 0.089
H -5.376 -6.478 2.330 -0.6 -0.1 0.2 0.073
H -4.560 -5.932 -0.888 0.3 0.1 -0.4 0.117
H -3.258 -7.149 -0.586 0.0 0.4 -0.2 0.124
H -2.103 -5.353 -1.608 0.1 0.2 -0.1 0.104
H -1.764 -5.125 0.104 0.2 -0.2 0.3 0.112
H -2.614 -3.165 -1.526 0.3 -0.1 0.2 0.076
H -2.550 -2.800 1.093 0.4 0.3 -0.2 0.100
H -4.019 -3.610 1.091 -0.5 -0.1 -0.5 0.105
H -4.675 -1.333 1.031 0.2 -0.1 -0.1 0.124
H -4.846 -1.959 -0.636 -0.5 0.2 0.0 0.124
H -2.926 1.219 -0.668 -0.2 0.4 -0.4 0.069
H -4.273 0.918 0.460 0.1 0.1 -0.1 0.095
H -4.582 0.602 -1.270 0.5 0.4 0.2 0.088
C -6.460 4.551 -8.673 -0.5 0.9 1.1 -0.083
O -6.793 5.417 -7.548 -0.2 -0.7 -0.4 -0.221
C -8.006 5.087 -6.833 0.2 -0.2 -0.9 -0.206
C -7.810 4.078 -5.695 -0.2 0.9 -0.6 -0.227
N -6.980 4.648 -4.673 0.7 0.8 0.6 -0.062
C -6.651 3.798 -3.554 0.3 -0.5 0.1 -0.205
C -5.408 2.943 -3.797 0.3 -0.4 1.0 -0.204
O -4.241 3.761 -3.884 0.1 0.1 -0.6 -0.224
C -3.724 4.223 -2.642 -0.3 -0.2 -0.7 -0.084
H -6.146 3.576 -8.311 -0.2 -0.3 -0.1 0.076
H -5.601 4.995 -9.175 -0.1 0.1 0.0 0.080
H -7.322 4.502 -9.356 0.3 -0.2 0.1 0.087
H -8.769 4.680 -7.532 0.4 0.2 0.2 0.119
H -8.379 6.050 -6.471 0.1 -0.2 0.2 0.121
H -7.416 3.159 -6.123 0.0 -0.5 -0.1 0.108
H -8.816 3.889 -5.286 0.3 -0.1 0.0 0.126
H -6.097 5.043 -5.017 -0.7 -0.1 -0.2 0.114
H -7.493 3.158 -3.302 -0.2 -0.1 -0.1 0.120
H -6.457 4.387 -2.649 -0.1 0.1 -0.2 0.105
H -5.460 2.321 -4.690 -0.1 0.4 -0.4 0.106
H -5.270 2.202 -2.991 -0.1 0.2 0.1 0.108
H -4.556 4.553 -2.030 0.2 0.0 0.6 0.081
H -3.056 5.055 -2.826 -0.1 0.4 -0.3 0.085
H -3.090 3.468 -2.189 -0.2 -0.5 0.4 0.075
C 0.153 -6.598 -3.721 0.5 -0.8 0.9 -0.138
O -0.051 -5.253 -3.961 0.0 0.7 -0.2 -0.181
C 0.569 -4.461 -2.974 -0.5 0.5 0.4 -0.239
C 0.300 -3.012 -3.304 -2.8 -0.1 0.2 -0.142
N -1.209 -2.661 -3.314 1.5 -1.0 0.0 -0.028
C -1.375 -1.229 -3.064 -0.7 -0.4 -0.7 -0.221
C -2.767 -0.767 -3.431 0.1 -1.3 -0.3 -0.233
O -2.898 -1.071 -4.810 -0.1 0.8 -0.3 -0.202
C -4.103 -0.524 -5.342 1.0 -0.8 0.9 -0.074
H 0.007 -6.859 -2.653 -0.4 0.1 -0.2 0.086
H 1.211 -6.867 -3.870 -0.2 -0.2 -0.5 0.091
H -0.554 -7.160 -4.328 0.3 -0.2 -0.1 0.092
H 1.664 -4.581 -2.946 -0.2 -0.3 0.0 0.121
H 0.100 -4.736 -2.017 0.4 0.1 0.2 0.110
H 0.708 -2.881 -4.296 0.3 0.7 -0.2 0.103
H 0.659 -2.337 -2.541 0.9 0.1 -0.1 0.097
H -1.544 -2.887 -4.259 -0.1 0.3 0.6 0.113
H -0.720 -0.688 -3.753 0.3 0.6 0.5 0.121
H -1.275 -0.980 -2.000 0.6 -0.2 -0.2 0.101
H -2.820 0.299 -3.195 -0.3 0.1 -0.2 0.109
H -3.560 -1.356 -2.933 0.3 0.4 0.4 0.126
H -4.017 -0.627 -6.401 -0.2 0.2 -0.7 0.083
H -4.138 0.511 -5.019 -0.5 0.3 -0.2 0.063
H -4.936 -1.127 -4.973 -0.3 0.3 0.0 0.094
C -1.775 -6.832 5.525 -0.4 -0.3 0.5 -0.126
O -0.891 -5.904 4.958 0.0 -0.1 -0.3 -0.185
C -1.322 -5.565 3.652 0.8 0.3 -0.2 -0.230
C -2.630 -4.875 3.642 -1.4 0.8 -0.8 -0.233
N -2.638 -3.629 4.427 1.0 -1.6 0.1 -0.016
C -3.729 -2.722 4.185 0.5 0.7 -0.4 -0.219
C -3.687 -1.599 5.163 0.0 -0.3 1.6 -0.206
O -3.940 -2.232 6.457 0.7 1.9 -0.5 -0.190
C -3.690 -1.285 7.495 -0.5 -0.3 0.5 -0.119
H -2.772 -6.459 5.793 0.2 0.6 0.2 0.084
H -1.299 -7.214 6.427 -0.1 -0.2 -0.1 0.092
H -2.051 -7.615 4.820 0.5 -0.5 -0.1 0.088
H -1.352 -6.441 2.970 0.0 0.1 0.5 0.134
H -0.616 -4.844 3.215 0.2 -0.3 0.4 0.126
H -3.483 -5.571 3.826 0.3 0.4 0.2 0.122
H -2.725 -4.610 2.600 -0.4 0.2 -0.4 0.076
H -2.583 -3.953 5.391 -0.2 0.8 0.1 0.089
H -4.691 -3.222 4.236 -0.5 0.1 -0.3 0.127
H -3.557 -2.164 3.251 -0.3 -0.8 -0.4 0.108
H -4.410 -0.795 4.971 -0.4 -0.4 0.0 0.126
H -2.719 -1.059 5.130 -0.1 -0.7 0.3 0.108
H -4.305 -0.379 7.410 0.1 0.0 -0.4 0.089
H -2.640 -1.012 7.627 0.1 -0.1 -0.5 0.078
H -4.002 -1.747 8.425 -0.1 -0.3 0.2 0.077
C -0.524 -3.318 11.668 0.1 -0.1 -0.5 -0.106
O -0.230 -3.613 10.299 -1.5 0.2 0.2 -0.187
C -1.410 -3.594 9.451 1.1 0.1 0.0 -0.214
C -0.964 -3.918 8.041 -0.9 0.3 -0.2 -0.216
N -0.098 -2.832 7.563 0.9 -0.6 -0.1 -0.009
C 0.560 -3.069 6.237 -0.9 -0.4 1.1 -0.186
C 1.664 -4.074 6.239 0.9 0.3 0.0 -0.218
O 2.756 -3.519 7.001 0.2 -1.0 -0.7 -0.210
C 3.902 -4.349 6.811 -0.3 0.4 -0.4 -0.103
H -1.280 -4.011 12.067 0.1 0.3 -0.1 0.089
H -0.787 -2.270 11.871 -0.4 -0.1 -0.5 0.088
H 0.395 -3.448 12.205 0.5 -0.4 0.3 0.073
H -1.869 -2.621 9.402 0.2 0.9 0.3 0.096
H -2.228 -4.226 9.781 0.2 -0.8 0.4 0.119
H -1.907 -3.938 7.471 0.3 0.1 -0.2 0.105
H -0.564 -4.935 7.996 0.4 0.0 0.0 0.114
H 0.641 -2.784 8.290 -0.4 0.3 -0.8 0.111
H 0.975 -2.149 5.860 0.1 0.4 0.2 0.060
H -0.159 -3.371 5.485 -0.6 -0.1 0.1 0.091
H 1.951 -4.221 5.178 0.2 0.0 0.3 0.123
H 1.435 -5.062 6.640 -0.4 0.0 0.1 0.117
H 4.145 -4.425 5.725 0.0 0.1 0.6 0.075
H 3.710 -5.366 7.167 0.0 0.0 0.1 0.085
H 4.732 -3.904 7.356 0.0 -0.1 0.0 0.088
C -1.184 2.559 -4.858 0.1 -0.2 -0.1 -0.087
O -0.740 2.042 -3.626 -0.4 -0.2 0.4 -0.203
C 0.060 2.958 -2.901 0.1 -0.4 -1.4 -0.216
C 0.710 2.217 -1.799 1.0 -0.5 1.6 -0.200
N -0.188 1.524 -0.896 -1.2 0.0 -0.1 -0.045
C 0.506 0.852 0.178 0.5 1.4 0.1 -0.212
C -0.458 0.179 1.090 -0.5 -0.6 1.0 -0.215
O 0.222 -0.139 2.296 0.6 -0.1 -0.5 -0.204
C -0.526 -0.908 3.194 -0.6 0.5 0.0 -0.100
H -1.644 1.735 -5.416 0.1 0.2 0.1 0.099
H -0.306 2.918 -5.418 -0.3 0.2 -0.1 0.087
H -1.935 3.346 -4.713 0.2 0.0 -0.1 0.070
H -0.505 3.846 -2.615 -0.2 0.0 0.3 0.114
H 0.839 3.276 -3.606 0.2 0.4 0.2 0.111
H 1.287 2.917 -1.167 -0.1 0.0 -0.3 0.115
H 1.471 1.500 -2.154 -0.1 0.2 -0.5 0.114
H -0.728 0.798 -1.367 0.1 0.5 -0.4 0.078
H 1.019 1.620 0.772 0.1 0.0 0.0 0.116
H 1.279 0.201 -0.230 0.2 -0.6 0.2 0.109
H -0.866 -0.716 0.618 -0.1 -0.3 0.0 0.108
H -1.332 0.794 1.369 0.2 0.2 -0.4 0.129
H 0.119 -1.116 4.040 0.0 -0.2 0.1 0.068
H -0.934 -1.818 2.748 0.2 -0.3 0.0 0.076
H -1.398 -0.335 3.550 0.1 0.0 0.1 0.081
```
Positions in Å, forces in eV/Å.

Calculated values
Maximum force (eV/Å): 2.761
Spin multiplicity: 1
Frontier orbital gap (eV): 8.858
LUMO level (Ha): 0.0219